(1)
{
  "formula": "C4H7NO2",
  "method": "the ωB97M-V functional and the def2-TZVPD basis",
  "e_homo_ev": -9.643,
  "multiplicity": 1,
  "smiles": "O=CCCNC=O",
  "total_energy_ha": -361.76472,
  "homo_lumo_gap_ha": 0.3809,
  "e_lumo_ev": 0.72,
  "fmax_ev_per_a": 3.85,
  "elements": ["O", "C", "C", "C", "N", "C", "O", "H", "H", "H", "H", "H", "H", "H"],
  "positions_angstrom": [[-1.448, -1.586, -0.159], [-1.612, -0.439, 0.185], [-0.792, 0.527, 0.961], [0.011, 0.722, -0.562], [1.104, -0.176, -0.887], [1.831, -0.749, 0.176], [3.004, -0.962, 0.123], [-2.516, 0.013, -0.270], [-0.163, 0.250, 1.795], [-1.163, 1.541, 1.044], [0.447, 1.732, -0.493], [-0.601, 0.984, -1.421], [0.682, -0.824, -1.539], [1.214, -1.034, 1.047]],
  "mulliken_charge": [-0.5244, 0.0647, -0.5660, -0.7965, -0.3417, 0.1096, -0.4451, 0.3645, 0.3676, 0.2949, 0.3937, 0.4891, 0.3056, 0.2840]
}

=====

(2)
{
  "formula": "C21H36N6O5PRe",
  "method": "the ωB97M-V functional and the def2-TZVPD basis",
  "e_homo_ev": [-17.390, -17.341],
  "s_squared": 0.77,
  "multiplicity": 2,
  "total_charge": 3,
  "total_energy_ha": -1945.13046,
  "homo_lumo_gap_ha": [0.2543, 0.2346],
  "e_lumo_ev": [-10.47, -10.96],
  "fmax_ev_per_a": 1.10,
  "elements": ["Re", "C", "C", "N", "C", "C", "N", "C", "C", "N", "H", "H", "H", "H", "H", "H", "H", "H", "H", "H", "H", "H", "H", "H", "H", "O", "N", "N", "O", "C", "C", "C", "C", "C", "C", "H", "H", "H", "H", "H", "C", "C", "C", "C", "N", "C", "C", "H", "H", "H", "H", "H", "H", "H", "C", "O", "P", "O", "C", "O", "C", "H", "H", "H", "H", "H", "H", "H", "H", "H"],
  "positions_angstrom": [[-0.300, 0.116, -0.414], [-3.205, -1.630, -1.787], [-3.309, -0.823, -0.504], [-2.092, -0.896, 0.392], [-1.838, -2.316, 0.807], [-0.395, -2.529, 1.162], [0.495, -1.847, 0.172], [0.809, -2.652, -1.051], [-0.348, -2.674, -2.030], [-2.156, -1.146, -2.669], [-4.128, -1.462, -2.344], [-3.168, -2.699, -1.588], [-4.163, -1.198, 0.061], [-3.494, 0.223, -0.738], [-2.340, -0.398, 1.237], [-2.139, -2.963, -0.005], [-2.465, -2.573, 1.658], [-0.180, -3.595, 1.202], [-0.173, -2.101, 2.129], [1.372, -1.678, 0.659], [1.064, -3.673, -0.780], [1.689, -2.206, -1.513], [-1.139, -3.357, -1.734], [0.002, -2.963, -3.018], [-2.147, -1.609, -3.572], [-0.863, -1.317, -2.091], [1.191, 0.391, -3.314], [1.976, 0.547, -2.403], [1.548, 0.612, -1.094], [3.406, 0.648, -2.599], [4.149, 1.340, -1.649], [5.502, 1.462, -1.876], [6.075, 0.909, -3.019], [5.301, 0.218, -3.951], [3.946, 0.079, -3.749], [3.682, 1.772, -0.774], [6.116, 1.992, -1.160], [7.139, 1.015, -3.186], [5.759, -0.222, -4.826], [3.328, -0.469, -4.452], [-2.891, 5.511, -2.767], [-2.291, 4.257, -2.214], [-2.255, 3.067, -2.944], [-1.724, 1.930, -2.396], [-1.208, 1.884, -1.133], [-1.232, 3.058, -0.425], [-1.745, 4.219, -0.925], [-3.182, 5.407, -3.810], [-2.196, 6.348, -2.671], [-3.779, 5.777, -2.185], [-2.645, 3.031, -3.954], [-1.718, 1.006, -2.947], [-0.816, 3.039, 0.565], [-1.722, 5.112, -0.311], [1.819, 3.417, 1.943], [1.656, 2.001, 1.617], [0.391, 1.075, 1.650], [0.817, -0.134, 2.581], [1.412, 0.098, 3.904], [-0.610, 1.963, 2.505], [-1.983, 1.637, 2.778], [2.661, 3.495, 2.619], [0.924, 3.804, 2.418], [2.032, 3.949, 1.021], [0.958, -0.608, 4.590], [1.219, 1.113, 4.239], [2.480, -0.076, 3.831], [-2.417, 2.484, 3.295], [-2.041, 0.761, 3.426], [-2.538, 1.480, 1.847]],
  "mulliken_charge": [3.3195, -1.0800, -0.5650, -0.7727, -0.5230, -0.8344, -0.5418, -0.8719, -0.4587, -0.4950, 0.5918, 0.3861, 0.5869, 0.4031, 0.1186, 0.1587, 0.6367, 0.5696, 0.1706, 0.3870, 0.5469, 0.2350, 0.3572, 0.4878, 0.2608, -0.1155, -0.8344, 1.1593, -0.4984, 0.6355, -0.2914, -0.6704, -0.4875, -0.7092, -0.4559, 0.5421, 0.4300, 0.4300, 0.4252, 0.4788, -1.4161, 1.0137, -1.0508, -0.1262, -0.0207, -0.1228, -1.1086, 0.3789, 0.3927, 0.3565, 0.4170, 0.4435, 0.4911, 0.5343, -0.7216, -0.3027, -0.1083, -0.1808, -0.8051, -0.2729, -0.7591, 0.3253, 0.3489, 0.2952, 0.3237, 0.3376, 0.2957, 0.3392, 0.3213, 0.2693]
}

=====

(3)
{
  "formula": "C12H23FO15S4",
  "method": "the ωB97M-V functional and the def2-TZVPD basis",
  "e_homo_ev": -10.749,
  "multiplicity": 1,
  "smiles": "CC[C@@H]1C[C@@H](F)OS(=O)(=O)C1.O=S1(=O)OCCO1.O=S1(=O)OCCO1.O=S1(=O)OCCO1",
  "total_energy_ha": -3291.99881,
  "homo_lumo_gap_ha": 0.3888,
  "e_lumo_ev": -0.17,
  "fmax_ev_per_a": 8.64,
  "elements": ["C", "C", "C", "C", "C", "F", "O", "S", "O", "O", "C", "H", "H", "H", "H", "H", "H", "H", "H", "H", "H", "H", "O", "S", "O", "O", "C", "C", "O", "H", "H", "H", "H", "O", "S", "O", "O", "C", "C", "O", "H", "H", "H", "H", "O", "S", "O", "O", "C", "C", "O", "H", "H", "H", "H"],
  "positions_angstrom": [[-1.734, -5.004, 1.331], [-1.498, -3.792, 0.204], [-0.445, -2.739, 0.888], [-1.064, -1.253, 1.216], [-0.095, -0.485, 2.337], [-0.034, -1.216, 3.642], [1.220, -0.095, 1.806], [2.042, -1.398, 1.077], [2.647, -2.420, 2.115], [3.242, -0.872, 0.226], [0.918, -2.463, -0.042], [-0.686, -5.271, 1.837], [-2.427, -4.656, 2.222], [-2.121, -6.001, 0.831], [-1.060, -4.340, -0.745], [-2.515, -3.246, 0.000], [-0.017, -3.182, 1.909], [-2.199, -1.249, 1.522], [-0.937, -0.606, 0.221], [-0.670, 0.533, 2.577], [1.436, -3.457, -0.391], [0.596, -1.765, -0.954], [-4.276, -2.304, -1.195], [-3.359, -2.134, -2.300], [-2.569, -3.216, -2.841], [-2.364, -0.891, -1.949], [-2.483, 0.112, -2.956], [-3.904, -0.019, -3.497], [-4.164, -1.420, -3.526], [-1.743, -0.099, -3.735], [-2.292, 1.102, -2.533], [-4.011, 0.414, -4.495], [-4.628, 0.446, -2.820], [0.541, 2.706, 6.008], [1.798, 3.328, 5.652], [2.259, 4.563, 6.241], [1.851, 3.474, 4.029], [2.989, 2.776, 3.526], [3.249, 1.648, 4.522], [2.978, 2.212, 5.803], [3.830, 3.475, 3.494], [2.791, 2.399, 2.519], [4.276, 1.278, 4.472], [2.554, 0.816, 4.365], [-1.356, 2.531, -3.651], [-0.365, 3.567, -3.838], [-0.704, 4.964, -3.984], [0.595, 3.134, -5.083], [1.948, 3.055, -4.635], [1.866, 2.697, -3.153], [0.748, 3.427, -2.654], [2.412, 4.036, -4.779], [2.497, 2.305, -5.211], [2.775, 2.965, -2.609], [1.662, 1.630, -3.016]],
  "mulliken_charge": [-1.1260, 0.0844, -0.2708, -0.3665, 0.1388, -0.3435, -0.2203, 1.1675, -0.6367, -0.6333, -0.6530, 0.2854, 0.2771, 0.3371, 0.3471, -0.1782, 0.5239, 0.3540, 0.0783, 0.3012, 0.4201, 0.1357, -0.5705, 1.0341, -0.5390, -0.0953, -0.2238, -0.4075, -0.3270, 0.1932, 0.3072, 0.3124, 0.3317, -0.5258, 1.0807, -0.5346, -0.3005, -0.2442, -0.1765, -0.3319, 0.3184, 0.2185, 0.3216, 0.1878, -0.4557, 0.9799, -0.5527, -0.3108, -0.3104, -0.2692, -0.2882, 0.2831, 0.3199, 0.3220, 0.2310]
}

=====

(4)
{
  "formula": "C39H26Co2F3O6P",
  "method": "the ωB97M-V functional and the def2-TZVPD basis",
  "e_homo_ev": -5.723,
  "multiplicity": 1,
  "total_energy_ha": -5359.50109,
  "homo_lumo_gap_ha": 0.0902,
  "e_lumo_ev": -3.27,
  "fmax_ev_per_a": 5.80,
  "elements": ["F", "C", "F", "F", "C", "C", "C", "C", "O", "C", "C", "H", "H", "H", "H", "O", "C", "Co", "C", "O", "C", "O", "C", "C", "C", "C", "C", "C", "C", "C", "C", "Co", "C", "O", "C", "O", "P", "C", "C", "C", "C", "C", "C", "C", "C", "C", "C", "C", "C", "C", "C", "C", "C", "C", "C", "H", "H", "H", "H", "H", "H", "H", "H", "H", "H", "H", "H", "H", "H", "H", "H", "H", "H", "H", "H", "H", "H"],
  "positions_angstrom": [[-5.998, 7.337, -3.205], [-6.253, 6.113, -3.759], [-7.591, 5.891, -3.641], [-5.987, 6.244, -5.102], [-5.452, 5.011, -3.113], [-5.843, 3.668, -3.193], [-5.106, 2.696, -2.550], [-3.897, 2.973, -1.778], [-3.200, 2.125, -1.148], [-3.555, 4.398, -1.788], [-4.298, 5.370, -2.414], [-6.731, 3.381, -3.760], [-5.415, 1.657, -2.618], [-2.671, 4.669, -1.225], [-3.995, 6.416, -2.353], [-0.435, 3.694, 0.383], [-0.499, 2.930, 1.249], [-0.680, 1.914, 2.695], [-0.413, 3.191, 3.893], [-0.208, 4.063, 4.632], [-2.396, 1.783, 3.101], [-3.525, 1.690, 3.330], [-0.629, 0.050, 2.051], [-0.848, 0.059, 0.659], [-1.952, 0.068, -0.131], [-1.983, -0.428, -1.490], [-3.137, -1.112, -1.941], [-3.167, -1.721, -3.190], [-2.051, -1.627, -4.035], [-0.909, -0.936, -3.619], [-0.876, -0.345, -2.360], [0.829, 0.572, 1.172], [1.468, 1.218, -0.299], [1.945, 1.683, -1.254], [1.788, 1.526, 2.348], [2.666, 2.069, 2.897], [2.137, -1.249, 1.275], [3.244, -1.458, -0.171], [3.281, -2.604, -0.978], [4.112, -2.644, -2.102], [4.935, -1.560, -2.410], [4.956, -0.445, -1.566], [4.123, -0.401, -0.447], [3.373, -1.287, 2.640], [4.692, -1.739, 2.474], [5.575, -1.752, 3.560], [5.140, -1.362, 4.829], [3.813, -0.955, 5.008], [2.936, -0.906, 3.920], [1.368, -2.913, 1.420], [1.684, -3.813, 2.454], [1.114, -5.090, 2.482], [0.222, -5.484, 1.481], [-0.130, -4.581, 0.471], [0.421, -3.295, 0.452], [-0.806, -0.818, 2.676], [-2.912, 0.186, 0.385], [-3.988, -1.185, -1.260], [-4.044, -2.295, -3.489], [-2.080, -2.097, -5.019], [-0.033, -0.878, -4.267], [0.017, 0.162, -2.006], [2.669, -3.470, -0.732], [4.129, -3.539, -2.726], [5.576, -1.587, -3.292], [5.616, 0.396, -1.777], [4.183, 0.447, 0.237], [5.038, -2.080, 1.498], [6.603, -2.084, 3.411], [5.827, -1.388, 5.680], [3.455, -0.674, 5.999], [1.898, -0.595, 4.071], [2.378, -3.515, 3.241], [1.393, -5.786, 3.276], [-0.199, -6.493, 1.489], [-0.846, -4.872, -0.300], [0.138, -2.590, -0.334]],
  "mulliken_charge": [-0.2846, 0.8733, -0.2759, -0.2690, 0.1867, -0.6572, -0.3626, -0.2655, -0.2998, -0.3796, -0.5086, 0.3319, 0.3574, 0.3174, 0.3615, -0.3386, 0.2678, -0.0797, 0.5072, -0.3262, 0.3026, -0.3170, -1.0586, -0.4153, -0.2522, 1.3058, -0.5711, -0.7953, -0.3689, -0.8030, -0.1167, 2.2329, -0.1488, -0.3323, 0.0481, -0.3884, 1.6914, -0.0623, -0.5077, -0.7252, -0.6000, -0.7984, -0.0158, -0.5375, -0.3619, -0.7382, -0.5637, -0.7829, -0.0251, 0.2037, -0.7158, -0.5891, -0.6346, -0.6649, -0.4971, 0.6892, 0.2629, 0.4261, 0.4132, 0.3749, 0.4199, 0.4671, 0.4113, 0.4328, 0.3972, 0.4168, 0.4505, 0.4374, 0.4205, 0.3793, 0.4319, 0.3969, 0.3099, 0.4110, 0.3703, 0.4615, 0.6664]
}

=====

(5)
{
  "formula": "C40H61BaN13O3S",
  "method": "the ωB97M-V functional and the def2-TZVPD basis",
  "e_homo_ev": -7.088,
  "multiplicity": 1,
  "total_energy_ha": -2922.14583,
  "homo_lumo_gap_ha": 0.2720,
  "e_lumo_ev": 0.31,
  "fmax_ev_per_a": 3.17,
  "elements": ["Ba", "C", "N", "C", "C", "N", "C", "C", "C", "C", "C", "C", "N", "C", "N", "C", "C", "N", "C", "C", "N", "C", "C", "H", "H", "H", "H", "H", "H", "H", "H", "H", "H", "H", "H", "H", "H", "H", "H", "H", "H", "H", "H", "H", "H", "H", "H", "H", "H", "H", "H", "C", "N", "C", "C", "N", "C", "C", "C", "C", "C", "C", "N", "C", "N", "C", "C", "N", "C", "C", "N", "C", "C", "H", "H", "H", "H", "H", "H", "H", "H", "H", "H", "H", "H", "H", "H", "H", "H", "H", "H", "H", "H", "H", "H", "H", "H", "H", "H", "H", "H", "S", "C", "N", "O", "C", "C", "C", "C", "C", "C", "C", "O", "O", "H", "H", "H", "H", "H"],
  "positions_angstrom": [[0.233, -0.397, 0.399], [3.992, -2.394, 1.304], [3.840, -0.978, 1.605], [4.350, -0.081, 0.580], [2.910, -0.552, 2.506], [2.140, 0.471, 2.231], [1.733, 1.270, 3.317], [2.656, 1.631, 4.306], [2.294, 2.342, 5.436], [0.965, 2.710, 5.605], [0.057, 2.423, 4.600], [0.429, 1.775, 3.416], [-0.519, 1.569, 2.391], [-1.348, 2.546, 2.173], [-2.608, 2.289, 1.731], [-3.116, 0.928, 1.715], [-3.356, 3.217, 0.903], [-1.037, 3.883, 2.335], [-1.909, 4.764, 3.089], [0.342, 4.319, 2.262], [2.854, -1.272, 3.668], [1.670, -1.293, 4.502], [4.041, -1.816, 4.293], [3.600, -2.600, 0.304], [3.434, -2.990, 2.019], [5.046, -2.682, 1.327], [5.433, -0.207, 0.510], [4.122, 0.946, 0.850], [3.909, -0.291, -0.393], [3.687, 1.321, 4.173], [3.037, 2.590, 6.183], [0.638, 3.220, 6.501], [-0.983, 2.703, 4.724], [-2.598, 0.313, 2.444], [-2.991, 0.466, 0.729], [-4.184, 0.948, 1.940], [-2.834, 4.165, 0.825], [-4.348, 3.390, 1.327], [-3.478, 2.804, -0.098], [-2.888, 4.309, 3.217], [-2.033, 5.722, 2.577], [-1.483, 4.959, 4.079], [0.929, 3.607, 1.684], [0.799, 4.421, 3.252], [0.375, 5.290, 1.761], [0.796, -1.009, 3.925], [1.760, -0.610, 5.354], [1.521, -2.308, 4.873], [4.910, -1.644, 3.664], [3.938, -2.890, 4.469], [4.206, -1.328, 5.260], [-0.318, 4.376, -1.202], [-0.187, 3.271, -2.130], [1.135, 2.666, -2.157], [-1.258, 2.508, -2.524], [-1.071, 1.258, -2.763], [-1.890, 0.578, -3.674], [-2.327, 1.166, -4.866], [-3.058, 0.462, -5.811], [-3.352, -0.877, -5.579], [-2.861, -1.485, -4.435], [-2.092, -0.791, -3.497], [-1.526, -1.470, -2.401], [-0.728, -2.458, -2.681], [-0.583, -3.502, -1.792], [-1.633, -3.774, -0.832], [0.741, -3.972, -1.418], [0.020, -2.585, -3.820], [0.306, -3.867, -4.423], [0.422, -1.437, -4.610], [-2.470, 3.194, -2.589], [-3.725, 2.481, -2.469], [-2.564, 4.442, -3.323], [0.238, 5.245, -1.563], [0.083, 4.100, -0.219], [-1.362, 4.655, -1.084], [1.881, 3.454, -2.266], [1.219, 1.967, -2.984], [1.346, 2.113, -1.233], [-2.052, 2.196, -5.061], [-3.377, 0.952, -6.721], [-3.934, -1.449, -6.290], [-3.049, -2.538, -4.255], [-2.552, -3.297, -1.162], [-1.398, -3.397, 0.167], [-1.786, -4.855, -0.763], [0.757, -5.065, -1.377], [1.027, -3.591, -0.431], [1.474, -3.635, -2.146], [-0.195, -4.662, -3.876], [1.381, -4.072, -4.443], [-0.056, -3.869, -5.456], [0.390, -0.537, -4.003], [-0.221, -1.303, -5.487], [1.452, -1.579, -4.938], [-3.571, 1.532, -1.959], [-4.180, 2.269, -3.441], [-4.423, 3.090, -1.887], [-1.574, 4.855, -3.494], [-3.160, 5.174, -2.770], [-3.046, 4.280, -4.294], [3.439, 0.474, -3.565], [2.423, 0.022, -2.381], [1.738, -0.303, -1.480], [-2.887, -2.331, 3.646], [-2.001, -3.341, 3.853], [-2.253, -4.303, 4.832], [-1.351, -5.321, 5.076], [-0.170, -5.395, 4.348], [0.078, -4.437, 3.381], [-0.820, -3.406, 3.110], [-0.456, -2.430, 2.026], [0.735, -2.462, 1.595], [-1.322, -1.635, 1.582], [-3.636, -2.463, 4.240], [-3.173, -4.242, 5.404], [-1.570, -6.056, 5.840], [0.543, -6.187, 4.532], [0.986, -4.464, 2.795]],
  "mulliken_charge": [1.8627, -0.8257, 0.0956, -1.0808, 0.6124, -0.2075, -0.4922, -0.6426, -0.9221, -0.9344, -0.3723, -0.2288, 0.6023, 0.4861, 0.2736, -1.0710, -0.6619, 0.7019, -1.2953, -1.3384, 0.9955, -0.9704, -1.3396, 0.2415, 0.1916, 0.3075, 0.3410, 0.3313, 0.1843, 0.5092, 0.4311, 0.4311, 0.5989, 0.2486, 0.2448, 0.3544, 0.3051, 0.3280, -0.1048, 0.3899, 0.3136, 0.3825, 0.2618, 0.3803, 0.3982, 0.0276, 0.3446, 0.4062, 0.4167, 0.3267, 0.3414, -0.5326, 0.1026, -0.8926, 0.6833, -0.1089, -0.1042, -0.6231, -0.6597, -0.9767, -0.1788, -0.3996, 0.1592, 0.4302, 0.2050, -0.8903, -0.8083, 0.7311, -1.3183, -0.9211, 0.8135, -1.6177, -1.3535, 0.3123, -0.1481, 0.2656, 0.2290, 0.3122, 0.0997, 0.4759, 0.4196, 0.3934, 0.4832, 0.3512, 0.3381, 0.3189, 0.3533, -0.0144, 0.3283, 0.3833, 0.3494, 0.3893, 0.0419, 0.2774, 0.4065, 0.4573, 0.4479, 0.3679, 0.3997, 0.3245, 0.3829, -0.3515, 0.3498, -1.4610, -0.3780, 1.3523, -0.9728, -0.5497, -1.1054, -0.4029, -0.1274, 1.1013, -0.9093, -1.0402, 0.2736, 0.3094, 0.4084, 0.4304, 0.4065]
}